1.
Formula: C8H10O6
Source: the Open Molecules 2025 dataset
Level of theory: ωB97M-V/def2-TZVPD

Properties
LUMO energy (spin up / spin down) ... 2.569 / 2.321 eV
Total charge ... -1
2S+1 ... 2
HOMO-LUMO gap (spin up / spin down) ... 0.2385 / 0.2294 Ha

Each line ends with the Mulliken charge.
Geometry (Å):
O 0.981 -7.385 4.809  -0.755
C -0.031 -6.705 5.067  0.600
O -1.088 -6.603 4.418  -0.718
O 0.122 -5.894 6.178  -0.267
C -0.915 -4.982 6.488  -0.522
C -0.523 -4.211 7.735  -0.332
C -1.572 -3.170 8.112  0.208
C -1.214 -2.332 9.252  -1.198
H -1.862 -5.521 6.652  0.274
H -1.073 -4.291 5.643  0.197
H 0.429 -3.691 7.544  0.122
H -0.373 -4.924 8.561  0.339
H -2.564 -3.634 8.250  0.458
H -1.949 -1.652 9.686  0.335
H -0.165 -2.122 9.472  0.401
H -1.664 -2.385 7.140  -0.167
H -1.590 -1.099 5.099  0.434
O 0.352 -1.306 5.897  -0.249
O 0.256 0.255 7.417  -0.309
O 2.125 -1.015 7.273  -0.536
C -0.966 -0.862 5.956  -0.103
C -0.946 0.251 6.740  -0.302
C 1.035 -0.708 6.887  0.722
H -1.731 0.903 7.105  0.369

***

2.
Formula: C26H29AgN3O4S
Source: the Open Molecules 2025 dataset
Level of theory: ωB97M-V/def2-TZVPD

Properties
LUMO energy ... 2.456 eV
Total charge ... -1
Relative energy (zero: lowest compared OMol25 entry of this formula, charge and spin) ... 14.4 kcal/mol
HOMO-LUMO gap ... 0.2920 Ha

Each line ends with the Mulliken charge.
Geometry (Å):
Ag 0.242 -0.588 0.621  0.686
C -1.334 -3.470 -0.926  -2.703
C -0.133 -2.606 -1.233  0.913
C 1.140 -2.959 -0.757  1.395
C 1.341 -4.262 -0.021  -2.201
C 2.230 -2.102 -0.964  1.289
C 3.564 -2.430 -0.331  -2.727
C 2.063 -0.925 -1.706  1.088
C 3.247 -0.032 -1.998  -2.408
C 0.796 -0.579 -2.196  1.256
C 0.571 0.726 -2.921  -2.641
C -0.293 -1.442 -2.001  1.227
C -1.618 -1.125 -2.648  -2.232
H -1.200 -4.007 0.011  0.520
H -1.521 -4.203 -1.717  0.372
H -2.223 -2.854 -0.811  0.514
H 1.221 -4.132 1.060  0.238
H 2.338 -4.661 -0.199  0.494
H 0.625 -5.014 -0.347  0.522
H 4.134 -1.527 -0.125  0.524
H 4.173 -3.077 -0.970  0.366
H 3.423 -2.935 0.623  0.452
H 3.338 0.772 -1.260  0.307
H 3.149 0.433 -2.978  0.498
H 4.178 -0.594 -1.998  0.515
H 1.301 1.476 -2.624  0.515
H -0.413 1.127 -2.679  0.420
H 0.635 0.600 -4.007  0.398
H -2.179 -0.398 -2.052  0.230
H -2.224 -2.020 -2.771  0.510
H -1.463 -0.694 -3.638  0.477
O -1.369 4.718 5.009  -0.736
C -1.328 3.543 4.646  -0.042
O -1.649 2.483 5.264  -0.743
C -0.744 3.172 3.297  0.613
C 0.634 3.056 3.136  -0.247
C 1.119 2.372 2.045  -0.765
N 0.335 1.775 1.141  -0.511
C -0.992 1.944 1.263  1.113
C -1.560 2.670 2.295  -0.588
C -1.853 1.049 0.376  0.062
O -2.257 1.449 -0.715  -0.752
O -2.031 -0.096 0.922  -0.766
H 1.308 3.444 3.890  0.485
H 2.188 2.249 1.897  0.356
H -2.638 2.743 2.370  0.447
N -0.842 -0.067 3.816  -0.038
C 0.379 -0.554 3.964  0.310
S 1.084 -1.642 2.824  -0.558
N 1.145 -0.277 5.047  0.004
C 0.942 0.392 6.274  1.087
C 2.008 0.325 7.175  -0.540
C 1.932 0.948 8.407  -0.566
C 0.790 1.656 8.762  -0.503
C -0.264 1.723 7.865  -0.726
C -0.205 1.094 6.629  -0.439
H -1.325 -0.319 2.952  0.137
H -1.238 0.721 4.317  0.278
H 2.040 -0.735 4.968  0.147
H 2.902 -0.227 6.904  0.313
H 2.772 0.884 9.087  0.355
H 0.726 2.147 9.724  0.365
H -1.156 2.286 8.109  0.397
H -1.049 1.209 5.968  0.236

***

3.
Formula: C3H8N
Source: the Open Molecules 2025 dataset
Level of theory: ωB97M-V/def2-TZVPD

Properties
LUMO energy (spin up / spin down) ... -5.251 / -5.645 eV
Total charge ... +1
Relative energy (zero: lowest compared OMol25 entry of this formula, charge and spin) ... 107.6 kcal/mol
HOMO-LUMO gap (spin up / spin down) ... 0.3696 / 0.3622 Ha

Each line ends with the Mulliken charge.
Geometry (Å):
C -0.933 0.616 -0.217  -0.449
C -1.008 -0.825 -0.078  -0.244
C 1.467 -0.157 -0.126  -0.820
N 0.130 -0.067 0.476  0.087
H -0.752 1.188 -1.106  0.306
H -2.183 1.815 0.888  0.256
H -1.679 -1.284 0.637  0.251
H -0.792 -1.455 -0.936  0.265
H 1.598 0.630 -0.868  0.318
H 2.235 -0.048 0.635  0.336
H 1.596 -1.123 -0.616  0.325
H 0.154 0.010 1.492  0.370

***

4.
Formula: C2H4N2OS
Source: the Open Molecules 2025 dataset
Level of theory: ωB97M-V/def2-TZVPD

Properties
LUMO energy ... 0.416 eV
Total charge ... 0
Relative energy (zero: lowest compared OMol25 entry of this formula, charge and spin) ... 50.8 kcal/mol
SMILES string ... [H]/N=C(/N)SC=O
HOMO-LUMO gap ... 0.3608 Ha

Each line ends with the Mulliken charge.
Geometry (Å):
C 0.285 0.116 0.936  0.671
C 0.027 -0.086 -1.933  0.106
H -1.466 -0.529 1.843  0.273
H -1.201 -0.692 -0.082  0.208
H 1.853 0.952 1.960  0.226
H 0.583 0.215 -2.932  0.253
N -0.997 -0.325 0.838  -0.436
N 0.896 0.487 2.052  -0.728
O -1.116 -0.387 -2.152  -0.450
S 1.137 0.249 -0.530  -0.123

***

5.
Formula: C4H10OSSi
Source: the Open Molecules 2025 dataset
Level of theory: ωB97M-V/def2-TZVPD

Properties
LUMO energy (spin up / spin down) ... -0.517 / -0.515 eV
Total charge ... 0
Relative energy (zero: lowest compared OMol25 entry of this formula, charge and spin) ... 108.3 kcal/mol
HOMO-LUMO gap (spin up / spin down) ... 0.2605 / 0.3056 Ha

Each line ends with the Mulliken charge.
Geometry (Å):
C 4.522 0.585 -0.602  -0.570
C 3.282 0.176 -0.520  0.044
C -2.813 1.475 -0.805  -0.990
C -2.476 0.282 -0.028  -0.127
O -1.000 0.220 0.227  -0.060
Si 0.405 0.146 -0.513  -0.001
S 2.076 0.661 0.697  -0.175
H 5.162 0.111 -1.401  0.228
H 4.841 1.444 -0.076  0.279
H 2.931 -0.719 -1.040  0.001
H -3.962 1.836 -0.808  0.281
H -2.240 2.304 -0.558  0.340
H -2.657 1.232 -1.890  0.283
H -2.709 -0.603 -0.467  0.291
H -2.921 0.148 1.002  0.249
H 0.451 1.090 -1.761  -0.034
H 1.654 -1.710 -2.137  -0.038

***

6.
Formula: C34H56N2O2P3Pt
Source: the Open Molecules 2025 dataset
Level of theory: ωB97M-V/def2-TZVPD

Properties
LUMO energy (spin up / spin down) ... -8.617 / -11.603 eV
Total charge ... +3
2S+1 ... 5
Relative energy (zero: lowest compared OMol25 entry of this formula, charge and spin) ... 0.0 kcal/mol
HOMO-LUMO gap (spin up / spin down) ... 0.1786 / 0.2051 Ha

Each line ends with the Mulliken charge.
Geometry (Å):
C -1.279 -1.832 -2.249  0.256
C 0.763 -2.851 -1.545  0.339
C -1.413 -2.743 -3.298  -0.697
C 0.563 -3.872 -2.516  -0.939
C -0.507 -3.805 -3.391  -0.893
H -2.252 -2.626 -3.974  0.616
H 1.305 -4.665 -2.555  0.605
H -0.652 -4.579 -4.146  0.487
N -0.217 -1.888 -1.443  0.807
P -2.416 -0.369 -0.167  -1.528
P 2.232 -1.194 0.150  0.089
C -2.303 -0.731 -1.978  -1.829
H -1.999 0.199 -2.482  0.660
H -3.280 -0.997 -2.395  1.063
C 1.904 -2.711 -0.724  -1.565
H 2.636 -3.517 -0.734  0.468
C 3.382 -0.232 -1.050  2.032
C 3.333 -1.643 1.652  2.359
C -3.262 1.315 0.012  2.507
C -3.576 -1.779 0.376  1.932
C 3.384 1.250 -0.642  -1.622
H 3.844 1.411 0.338  0.315
H 3.967 1.814 -1.385  0.537
H 2.372 1.664 -0.620  0.098
C 4.825 -0.761 -1.086  -1.909
H 5.379 -0.616 -0.154  0.372
H 4.860 -1.819 -1.376  0.401
H 5.368 -0.198 -1.863  0.525
C 2.884 -0.376 -2.492  -1.169
H 3.509 0.256 -3.142  0.722
H 2.961 -1.410 -2.846  0.339
H 1.854 -0.045 -2.610  -0.516
C 4.018 -0.356 2.164  -1.897
H 3.287 0.460 2.266  0.251
H 4.438 -0.552 3.162  0.588
H 4.846 -0.023 1.527  0.198
C 2.487 -2.197 2.804  -1.420
H 1.810 -1.444 3.215  -0.184
H 1.918 -3.084 2.504  0.380
H 3.173 -2.500 3.612  0.644
C 4.349 -2.747 1.319  -1.713
H 5.104 -2.462 0.584  0.286
H 4.886 -3.000 2.246  0.512
H 3.845 -3.653 0.967  0.409
C -4.028 -1.526 1.825  -1.661
H -4.587 -2.413 2.163  0.559
H -3.177 -1.396 2.507  0.190
H -4.708 -0.666 1.912  0.327
C -2.822 -3.117 0.319  -1.444
H -2.546 -3.382 -0.709  0.372
H -1.924 -3.110 0.941  0.195
H -3.494 -3.903 0.697  0.600
C -4.819 -1.950 -0.517  -1.659
H -5.420 -2.766 -0.088  0.508
H -5.461 -1.066 -0.555  0.297
H -4.564 -2.241 -1.543  0.392
C -2.529 2.391 -0.801  -1.971
H -2.476 2.151 -1.869  0.348
H -3.088 3.334 -0.701  0.620
H -1.517 2.571 -0.426  0.254
C -3.200 1.735 1.488  -2.154
H -2.158 1.876 1.805  0.371
H -3.736 2.690 1.601  0.537
H -3.674 1.011 2.160  0.350
C -4.715 1.263 -0.479  -1.852
H -4.800 0.846 -1.492  0.347
H -5.376 0.716 0.205  0.370
H -5.096 2.295 -0.524  0.544
Pt -0.097 -0.572 0.349  3.141
C -0.460 -1.363 1.960  0.459
O -0.710 -1.807 3.012  -0.506
N 0.227 0.826 -1.082  0.372
C 0.268 1.533 -2.021  0.006
C 0.458 2.416 -3.119  0.095
C 0.278 3.809 -2.959  -0.258
C 0.842 1.902 -4.379  -0.168
C 0.466 4.662 -4.047  -0.492
H 0.000 4.195 -1.974  0.522
C 1.055 2.770 -5.449  -0.547
H 0.971 0.822 -4.492  0.464
C 0.854 4.145 -5.288  -0.760
H 0.311 5.733 -3.920  0.468
H 1.376 2.363 -6.407  0.459
H 1.005 4.815 -6.134  0.443
C 0.028 3.743 4.110  -1.297
P 0.103 1.969 3.859  0.945
C 1.482 1.330 4.828  -1.065
C -1.370 1.303 4.672  -1.097
O 0.196 1.583 2.405  -0.717
H 0.913 4.215 3.671  0.357
H 0.002 3.926 5.194  0.425
H -0.883 4.142 3.640  0.369
H 1.514 1.827 5.806  0.461
H 1.342 0.252 4.980  0.288
H 2.424 1.512 4.299  0.271
H -2.268 1.804 4.297  0.324
H -1.448 0.227 4.487  0.217
H -1.295 1.484 5.751  0.469

***

7.
Formula: H4O2
Source: the Open Molecules 2025 dataset
Level of theory: ωB97M-V/def2-TZVPD

Properties
LUMO energy ... 0.473 eV
Total charge ... 0
Relative energy (zero: lowest compared OMol25 entry of this formula, charge and spin) ... 7.9 kcal/mol
SMILES string ... O.O
HOMO-LUMO gap ... 0.4446 Ha

Each line ends with the Mulliken charge.
Geometry (Å):
H -1.433 -0.529 0.265  0.317
H -2.083 0.916 0.029  0.322
H 1.462 -0.079 0.592  0.307
H 2.736 0.714 0.124  0.334
O -2.224 -0.043 -0.040  -0.639
O 2.139 -0.085 -0.086  -0.641

***

Number 1: electronic energy -20741.8299 eV. Number 2: electronic energy -54931.7457 eV. Number 3: electronic energy -4718.7608 eV. Number 4: electronic energy -18000.4561 eV. Number 5: electronic energy -25066.5788 eV. Number 6: electronic energy -74328.4421 eV. Number 7: electronic energy -4159.5948 eV.